C35H42I2MoN7P2S | wB97M-V/def2-TZVPD

Each line ends with the Mulliken spin population.
Positions of all 90 atoms, in Å:
I -2.051 -0.789 5.839  0.0000
I -2.302 0.952 -0.426  -0.0206
Mo 0.158 -0.351 -0.068  2.3129
S 0.720 1.955 0.930  -0.0530
P 1.676 -2.541 -0.234  -0.0660
P 2.779 0.329 -0.379  -0.0208
N -1.653 2.327 2.186  0.0056
N 0.258 3.055 3.275  0.0044
N -0.006 2.504 -2.144  -0.0226
N 0.172 -0.692 -2.463  -0.0453
N -0.016 -0.595 2.124  -0.0653
N 1.515 1.147 -3.286  -0.0150
N 1.018 -0.520 2.983  0.0060
C 3.548 -0.821 -1.558  -0.0121
C 0.778 -0.538 -4.787  0.0027
C 0.606 -0.562 4.262  0.0236
C -0.551 3.705 -1.927  0.0149
C -4.965 -1.920 -2.267  -0.0054
C -3.163 -0.755 -1.229  -0.0125
C -4.281 -0.713 -2.005  0.0106
C -2.643 -1.929 -0.648  -0.0046
C -1.410 -1.938 0.097  -0.1053
C 0.350 4.265 5.392  -0.0001
C 0.894 2.414 -3.095  0.0024
C 3.306 1.999 -0.865  -0.0032
C -1.202 -3.074 0.845  0.0217
C -0.524 -2.373 -4.073  -0.0004
C 3.216 -2.270 -1.218  0.0049
C -0.469 -1.837 -2.810  0.0046
C -0.769 -0.676 4.240  0.0016
C -1.794 3.467 4.285  0.0046
C 2.298 -3.164 1.370  0.0052
C 0.773 -0.038 -3.484  -0.0289
C 3.828 0.118 1.099  0.0045
C 0.131 -1.713 -5.100  0.0045
C -2.388 2.809 3.205  -0.0061
C -4.565 -3.071 -1.651  0.0105
C -0.427 3.600 4.310  -0.0011
C -3.859 2.605 3.127  0.0019
C -2.032 -4.217 0.796  -0.0060
C -3.424 -3.098 -0.807  -0.0141
C -3.084 -4.258 -0.068  0.0200
C 1.104 -4.096 -0.986  0.0028
C -0.208 4.843 -2.625  0.0037
C 1.316 3.492 -3.872  -0.0005
C -1.105 -0.709 2.883  0.0409
C 0.754 4.729 -3.624  0.0001
C -0.349 2.440 2.220  0.0166
H 2.626 2.479 -1.556  0.0069
H 1.187 4.835 4.986  -0.0001
H 2.974 -3.996 1.164  -0.0013
H 1.964 -4.771 -0.975  -0.0018
H -2.078 -0.804 2.430  -0.0039
H -4.204 2.733 2.103  -0.0004
H 4.294 1.899 -1.322  -0.0015
H 2.843 -2.418 1.941  -0.0037
H 0.125 -2.090 -6.114  -0.0004
H 1.940 -0.326 2.640  -0.0042
H 1.265 3.135 3.255  0.0011
H -0.358 -3.130 1.515  -0.0033
H -3.698 -5.145 -0.165  0.0002
H 4.830 0.473 0.846  -0.0014
H -0.677 5.791 -2.400  -0.0002
H -4.084 1.577 3.428  0.0000
H -0.953 -2.362 -2.008  -0.0021
H 1.269 0.039 -5.561  0.0006
H 3.180 -0.556 -2.545  -0.0029
H 1.487 -3.538 1.989  0.0018
H 0.745 3.512 6.079  0.0000
H 3.402 2.618 0.023  -0.0007
H 2.179 1.234 -4.041  -0.0023
H -5.128 -3.987 -1.785  0.0000
H 3.097 -2.847 -2.135  -0.0001
H -4.400 3.277 3.788  0.0001
H -1.296 3.756 -1.137  -0.0003
H 3.473 0.741 1.919  0.0003
H 4.030 -2.744 -0.667  -0.0017
H 0.802 -3.946 -2.018  0.0002
H 3.924 -0.920 1.412  -0.0011
H -4.661 0.220 -2.403  -0.0002
H -5.837 -1.911 -2.907  0.0000
H -1.069 -3.294 -4.234  0.0001
H -1.798 -5.071 1.420  0.0007
H 1.051 5.592 -4.207  0.0000
H 0.290 -4.550 -0.429  0.0006
H -2.393 3.880 5.083  0.0001
H 2.051 3.362 -4.658  -0.0001
H 4.626 -0.653 -1.563  -0.0008
H -0.290 4.936 5.959  0.0000
H 1.308 -0.525 5.081  -0.0003

Computed properties:
HOMO-LUMO gap (alpha / beta) = 6.35 / 6.37 eV
Total energy = -94855.6303 eV
HOMO level (alpha / beta) = -15.0 / -15.2 eV
Multiplicity = 3
Net charge = +3
Max |F| = 0.00624 Eh/bohr
ΔE to the lowest compared entry with this formula, charge and spin = 0.000 eV
LUMO energy (alpha / beta) = -8.69 / -8.80 eV

C35H43AsN4O2RuS7 | wB97M-V/def2-TZVPD

Each line ends with the Mulliken spin population.
Positions of all 93 atoms, in Å:
Ru 17.554 9.305 11.912  3.3976
As 19.649 8.342 8.091  0.0131
S 15.005 10.299 7.557  0.0056
S 16.953 10.649 9.728  0.4004
S 10.348 12.422 11.828  0.0016
S 16.340 7.418 10.508  0.4561
S 13.078 11.828 12.915  0.0067
S 15.440 10.118 13.073  0.1702
S 14.327 7.539 8.293  0.0044
O 19.546 8.103 9.702  0.0241
O 13.479 8.743 6.101  0.0302
N 17.681 8.279 14.192  -0.0486
N 19.636 9.113 12.588  -0.0287
N 13.307 9.760 11.422  0.0313
N 12.050 10.372 11.209  0.0009
C 16.453 4.922 14.494  0.0041
C 16.724 9.035 16.287  -0.0028
C 14.113 8.826 7.136  0.0155
C 11.744 11.475 11.909  -0.0006
C 13.930 10.474 12.286  0.0309
C 17.763 10.096 16.521  0.0034
C 14.692 7.948 17.107  0.0102
C 11.133 9.815 10.224  0.0027
C 21.351 7.633 7.308  0.0009
C 22.243 10.434 10.321  -0.0001
C 9.318 8.742 8.438  -0.0005
C 14.463 5.922 13.306  0.0085
C 19.862 8.031 13.393  0.0030
C 14.684 7.047 16.041  -0.0072
C 18.786 7.637 14.223  0.0949
C 18.227 7.391 7.161  0.0039
C 15.538 8.319 9.349  0.0868
C 21.190 10.749 11.372  -0.0630
C 19.093 9.510 16.991  0.0007
C 21.186 7.653 13.405  0.0199
C 21.819 11.734 12.352  0.0053
C 19.630 10.207 7.394  0.0115
C 15.835 9.666 9.010  0.1610
C 21.834 8.587 12.598  0.0119
C 15.717 7.165 15.100  -0.0014
C 17.983 11.106 15.346  -0.0757
C 9.062 8.699 9.803  0.0004
C 20.001 11.394 10.721  0.0365
C 16.699 8.135 15.190  0.0446
C 20.863 9.492 12.134  0.0593
C 9.973 9.194 10.707  -0.0002
C 10.451 9.412 7.944  0.0023
C 15.700 8.892 17.210  -0.0110
C 11.349 9.911 8.859  -0.0025
C 15.789 6.191 13.961  0.0138
H 15.885 4.497 15.321  -0.0001
H 13.943 7.921 17.895  0.0006
H 18.751 10.723 7.771  -0.0069
H 19.766 10.272 17.349  -0.0001
H 21.616 6.867 13.987  0.0006
H 22.059 12.644 11.827  -0.0005
H 8.605 8.353 7.710  0.0000
H 15.726 9.567 18.043  0.0004
H 19.582 10.770 9.900  0.0157
H 17.330 8.004 7.039  0.0009
H 19.176 11.575 11.399  -0.0070
H 21.799 9.759 9.539  0.0007
H 22.132 7.989 7.951  -0.0004
H 22.876 8.614 12.337  0.0005
H 9.810 9.167 11.780  -0.0002
H 14.492 5.268 12.437  -0.0031
H 21.338 6.549 7.198  0.0001
H 19.018 8.753 17.788  -0.0008
H 19.551 10.087 6.306  -0.0007
H 8.151 8.268 10.184  0.0001
H 19.601 9.053 16.126  0.0011
H 21.102 11.983 13.139  -0.0005
H 12.306 10.348 8.589  -0.0015
H 10.722 9.530 6.874  -0.0002
H 18.618 7.129 6.165  -0.0002
H 14.020 6.853 13.009  -0.0021
H 22.535 11.352 9.882  -0.0007
H 18.928 6.809 14.970  0.0070
H 16.413 6.616 13.192  -0.0041
H 20.508 10.742 7.712  0.0014
H 16.589 4.208 13.697  0.0000
H 23.106 9.959 10.755  0.0008
H 13.870 6.328 15.951  0.0001
H 18.685 11.876 15.673  0.0006
H 17.060 11.657 15.122  -0.0012
H 20.294 12.339 10.257  0.0013
H 18.380 10.706 14.395  0.0696
H 17.445 5.164 14.870  -0.0009
H 21.538 8.035 6.325  0.0002
H 17.345 10.674 17.353  0.0006
H 18.068 6.488 7.723  -0.0033
H 22.716 11.353 12.822  -0.0003
H 13.776 5.432 13.996  0.0009

Computed properties:
HOMO-LUMO gap (alpha / beta) = 6.80 / 5.77 eV
Total energy = -186316.7369 eV
HOMO level (alpha / beta) = -4.6 / -5.0 eV
Multiplicity = 6
Net charge = -1
Max |F| = 0.03416 Eh/bohr
ΔE to the lowest compared entry with this formula, charge and spin = 0.000 eV
LUMO energy (alpha / beta) = 2.23 / 0.75 eV

C35H43ClEuN2Si2 | wB97M-V/def2-TZVPD

Each line ends with the Mulliken spin population.
Positions of all 84 atoms, in Å:
Eu 0.278 1.779 -0.874  6.6801
Cl -1.846 2.863 -1.892  -0.0106
Si 2.817 4.457 -1.893  -0.0335
Si 4.440 0.800 -3.466  0.0106
N 0.418 -0.653 -1.723  -0.0139
N -3.007 -0.658 -0.483  -0.0006
C 8.794 1.428 -1.913  0.0000
C 5.593 4.345 -0.984  0.0034
C 1.319 6.705 -2.944  -0.0039
C -1.057 2.420 1.481  -0.0065
C 7.888 0.663 -1.172  -0.0002
C 3.272 1.964 -2.508  -0.0154
C 2.677 8.615 -1.408  0.0015
C 1.289 3.509 -2.444  0.2365
C 6.592 0.451 -1.650  -0.0009
C 2.444 2.977 -3.137  0.0925
C -1.249 1.006 1.462  -0.0133
C 3.035 7.264 -1.331  -0.0027
C 1.455 3.777 -0.993  -0.0389
C -2.071 -0.681 -1.593  0.0135
C 1.634 -1.303 -1.207  0.0151
C 8.396 1.975 -3.138  0.0003
C 6.968 4.563 -1.125  0.0025
C 1.629 9.010 -2.250  -0.0015
C 0.965 1.404 1.957  0.0110
C 7.474 5.125 -2.298  0.0005
C 7.098 1.780 -3.612  -0.0022
C -0.765 -1.361 -1.192  0.0046
C 0.418 -0.593 -3.199  0.0087
C 3.252 2.021 -1.106  0.1062
C -3.330 -1.979 0.041  0.0001
C 4.717 4.694 -2.014  0.0094
C 2.644 3.141 -0.434  -0.0004
C 2.356 6.310 -2.094  0.0050
C 6.180 1.026 -2.865  0.0038
C 6.605 5.444 -3.347  0.0022
C -0.006 0.380 1.779  -0.0095
C 5.232 5.218 -3.204  0.0022
C 0.317 2.665 1.784  -0.0112
C -4.208 0.104 -0.795  0.0011
C 0.951 8.054 -3.017  0.0011
H 0.792 5.970 -3.558  -0.0012
H -0.644 -1.415 -0.099  -0.0023
H 5.226 3.908 -0.053  0.0000
H 8.547 5.291 -2.405  0.0000
H 6.996 5.865 -4.275  0.0000
H 9.804 1.601 -1.537  -0.0001
H 0.152 -0.689 1.932  0.0033
H 2.885 3.343 0.613  0.0043
H 8.189 0.228 -0.216  0.0001
H -2.488 -1.243 -2.460  0.0001
H 0.406 3.877 -2.958  -0.0247
H 4.064 -0.562 -3.026  -0.0014
H 2.516 3.104 -4.222  -0.0119
H 3.788 1.271 -0.517  -0.0095
H 3.857 6.955 -0.680  -0.0003
H 7.643 4.276 -0.317  -0.0002
H -4.774 -0.350 -1.629  -0.0001
H 5.895 -0.171 -1.082  0.0005
H 0.130 8.356 -3.668  0.0000
H -4.049 -1.854 0.861  0.0000
H 3.214 9.353 -0.811  0.0000
H -2.434 -2.473 0.436  0.0000
H 1.366 -0.155 -3.549  -0.0006
H 6.785 2.229 -4.558  -0.0006
H 4.563 5.476 -4.029  -0.0002
H 0.738 4.362 -0.408  -0.0026
H -1.933 0.367 -1.924  0.0002
H 1.648 -1.230 -0.109  -0.0020
H -2.190 0.492 1.264  0.0037
H 1.646 -2.371 -1.493  0.0004
H 2.530 -0.812 -1.608  -0.0049
H 0.308 -1.604 -3.634  -0.0005
H -0.782 -2.402 -1.575  -0.0023
H 4.443 0.764 -4.845  0.0003
H 9.096 2.584 -3.714  -0.0001
H -0.410 0.039 -3.554  0.0007
H 1.340 10.059 -2.305  -0.0001
H -3.785 -2.636 -0.724  0.0000
H 2.011 1.257 2.233  0.0027
H -1.822 3.174 1.295  0.0024
H -4.851 0.121 0.093  0.0001
H 0.778 3.646 1.900  0.0005
H -3.931 1.129 -1.066  -0.0004

Computed properties:
HOMO-LUMO gap (alpha / beta) = 5.94 / 5.86 eV
Total energy = -87575.7673 eV
HOMO level (alpha / beta) = -6.8 / -6.8 eV
Multiplicity = 8
Max |F| = 0.15233 Eh/bohr
ΔE to the lowest compared entry with this formula, charge and spin = 0.000 eV
LUMO energy (alpha / beta) = -0.88 / -0.94 eV